{"formula": "CH3N4O", "method": "wB97M-V/def2-TZVPD", "e_tot_ha": -334.046176, "relative_energy_kcal_mol": 66.53, "charge": -1, "species": ["C", "N", "N", "N", "N", "O", "H", "H", "H"], "xyz": [[-2.8876, 0.3710, -0.0085], [-3.9481, 0.7413, -0.3805], [2.8155, 1.0256, -0.1510], [2.3064, -0.1118, -0.1469], [-1.9495, -0.2244, 0.5957], [-1.0797, -1.0510, -0.1908], [2.8844, 1.2856, 0.7743], [-0.5359, -1.4521, 0.5391], [2.3945, -0.5841, -1.0314]], "forces_ev_per_a": [[-1.7690, -1.0258, -0.9145], [0.2462, 0.8772, -0.3587], [0.0868, -2.2669, -3.4795], [0.8215, 0.5746, 1.8583], [1.3225, 0.4005, 2.2979], [1.1426, -0.9732, 0.2002], [-0.5246, 1.2132, 2.9297], [-0.8918, 0.7457, -1.2570], [-0.4342, 0.4547, -1.2764]]}